1.
Computed, not measured: a cluster of 7 separate species, C37H81Br2F5N3O19S6 in total in a non-equilibrium geometry, with wB97M-V/def2-TZVPD.

The geometry in ORCA input format:
```
! RIJCOSX wB97M-V def2-TZVPD def2/J DEFGRID3
* xyz 1 1
C -3.189 -1.163 4.305
C -2.749 0.287 4.570
C -2.150 0.464 5.977
C -3.923 1.298 4.460
C -4.105 1.871 3.058
C -4.488 0.786 2.048
C -2.871 2.682 2.560
O -2.629 2.440 1.163
C -1.355 1.954 0.876
C -0.501 3.125 0.414
C 0.736 2.727 -0.425
C 1.973 2.545 0.524
Br 2.699 4.296 1.086
C 1.716 1.766 1.838
C 2.982 1.845 2.742
Br 1.358 -0.142 1.615
C 0.935 3.860 -1.456
F 0.680 5.060 -0.926
F 2.199 3.929 -1.898
C 0.060 3.839 -2.728
F -1.242 3.667 -2.450
F 0.489 3.006 -3.674
N 0.499 1.400 -1.023
C 1.476 0.896 -1.995
C 2.022 -0.505 -1.707
C 0.943 -1.545 -1.643
F 0.414 -1.673 -2.939
C -0.784 1.028 -1.236
N -1.321 0.759 -2.428
N -1.565 0.933 -0.183
H -2.900 -1.799 5.139
H -2.684 -1.557 3.426
H -4.249 -1.264 4.111
H -2.005 0.560 3.820
H -1.369 -0.267 6.156
H -2.976 0.368 6.677
H -1.795 1.489 6.053
H -3.876 2.074 5.222
H -4.820 0.714 4.666
H -4.949 2.556 3.055
H -5.257 0.135 2.455
H -3.641 0.153 1.792
H -4.916 1.214 1.150
H -1.991 2.551 3.187
H -3.142 3.733 2.633
H -0.941 1.434 1.731
H -0.139 3.630 1.304
H -1.158 3.836 -0.072
H 2.800 2.066 0.014
H 0.934 2.185 2.450
H 3.007 0.924 3.315
H 3.901 1.861 2.167
H 2.906 2.638 3.472
H 0.132 4.842 -3.146
H 2.339 1.533 -2.129
H 1.042 0.820 -2.989
H 2.704 -0.527 -0.869
H 2.637 -0.744 -2.583
H 1.377 -2.511 -1.401
H 0.129 -1.310 -0.961
H -0.829 0.274 -3.162
H -2.242 1.131 -2.591
H -2.548 0.844 -0.432
O 3.056 -4.198 0.437
S 2.719 -5.515 -0.021
O 1.893 -6.371 0.766
O 4.056 -6.277 -0.409
C 5.097 -6.388 0.588
C 4.764 -7.396 1.669
C 2.044 -5.421 -1.647
H 5.309 -5.405 1.012
H 5.989 -6.707 0.052
H 3.910 -7.075 2.263
H 5.610 -7.527 2.345
H 4.509 -8.360 1.230
H 2.683 -4.794 -2.264
H 1.051 -4.983 -1.560
H 1.971 -6.426 -2.053
O 5.945 -8.974 6.298
S 4.592 -9.315 5.987
O 4.025 -8.970 4.721
O 3.646 -8.770 7.148
C 3.710 -7.369 7.473
C 3.042 -6.498 6.426
C 4.333 -11.031 6.276
H 4.749 -7.073 7.633
H 3.193 -7.260 8.424
H 3.574 -6.540 5.476
H 3.022 -5.459 6.755
H 2.022 -6.835 6.242
H 4.733 -11.292 7.252
H 4.859 -11.572 5.492
H 3.267 -11.238 6.221
O 4.515 -1.494 -3.971
S 5.896 -1.818 -4.194
O 6.848 -1.694 -3.138
O 6.410 -1.013 -5.465
C 6.265 0.421 -5.473
C 7.257 1.110 -4.555
C 6.020 -3.431 -4.885
H 5.237 0.691 -5.223
H 6.441 0.732 -6.501
H 7.069 0.864 -3.511
H 7.185 2.192 -4.666
H 8.274 0.795 -4.785
H 5.317 -3.522 -5.709
H 5.774 -4.139 -4.096
H 7.041 -3.588 -5.222
O -8.591 1.679 2.083
S -9.106 1.459 0.766
O -8.228 1.131 -0.317
O -10.004 2.705 0.348
C -9.414 4.019 0.399
C -8.436 4.260 -0.735
C -10.396 0.265 0.830
H -8.943 4.177 1.371
H -10.242 4.720 0.323
H -7.564 3.612 -0.651
H -8.090 5.294 -0.721
H -8.905 4.054 -1.697
H -11.084 0.526 1.629
H -9.933 -0.699 1.028
H -10.903 0.245 -0.132
O -3.783 -3.650 -5.843
S -3.548 -2.387 -5.223
O -3.986 -2.128 -3.885
O -4.089 -1.234 -6.179
C -5.468 -1.295 -6.603
C -6.434 -0.922 -5.495
C -1.840 -1.981 -5.334
H -5.689 -2.284 -7.006
H -5.558 -0.584 -7.422
H -6.410 -1.650 -4.686
H -7.453 -0.881 -5.880
H -6.175 0.047 -5.069
H -1.495 -2.136 -6.352
H -1.305 -2.639 -4.651
H -1.709 -0.946 -5.031
O 1.932 9.980 0.834
S 2.713 10.170 -0.349
O 2.129 10.721 -1.530
O 3.419 8.785 -0.717
C 2.579 7.630 -0.881
C 1.801 7.668 -2.183
C 4.173 11.073 0.040
H 1.914 7.527 -0.021
H 3.245 6.768 -0.880
H 1.082 8.486 -2.191
H 1.252 6.736 -2.325
H 2.474 7.820 -3.027
H 4.639 10.636 0.918
H 3.871 12.098 0.241
H 4.842 11.042 -0.816
*
```

Output
highest occupied orbital energy	-12.0	eV

---

2.
Computed, not measured: a cluster of 7 separate species, C37H83N5O7S2 in total in a non-equilibrium geometry, with wB97M-V/def2-TZVPD.

The geometry in ORCA input format:
```
! RIJCOSX wB97M-V def2-TZVPD def2/J DEFGRID3
* xyz 0 1
C -0.239 -1.765 2.114
S -0.088 -1.697 0.330
O -1.504 -1.703 -0.135
C 0.625 -0.052 0.169
H -0.950 -2.596 2.217
H -0.661 -0.840 2.433
H 0.614 -2.044 2.696
H 0.577 0.265 -0.826
H 1.608 -0.163 0.611
H -0.053 0.562 0.695
C 1.966 4.921 -2.607
S 2.520 3.647 -3.792
O 3.306 4.282 -4.902
C 3.791 2.762 -2.717
H 1.396 5.640 -3.256
H 2.837 5.380 -2.093
H 1.199 4.500 -1.947
H 4.358 3.421 -2.076
H 4.368 2.276 -3.495
H 3.230 2.114 -2.141
C -1.661 0.360 -3.498
C -1.740 1.425 -2.415
O -0.728 1.936 -1.935
N -2.983 1.829 -1.993
C -4.303 1.246 -2.313
H -2.117 -0.583 -3.200
H -0.629 0.107 -3.724
H -2.082 0.704 -4.438
H -2.858 2.569 -1.298
H -5.063 1.582 -1.576
H -4.265 0.157 -2.207
H -4.590 1.629 -3.262
C 2.237 -4.310 -3.032
C 2.526 -2.906 -3.604
O 3.131 -2.132 -2.891
N 2.263 -2.677 -4.852
C 2.723 -1.476 -5.510
H 2.736 -4.355 -2.029
H 2.636 -5.126 -3.729
H 1.128 -4.408 -2.812
H 1.841 -3.369 -5.458
H 3.786 -1.354 -5.444
H 2.300 -0.573 -5.103
H 2.499 -1.515 -6.584
C -2.654 5.536 -1.645
C -2.794 5.345 -0.150
C -4.265 5.472 0.146
C -4.714 4.943 1.535
C -4.276 3.516 1.617
C -2.730 3.441 1.552
N -2.332 3.968 0.196
O -0.849 3.914 0.099
C -2.103 4.109 2.800
C -2.265 1.992 1.494
C -1.991 6.459 0.663
H -1.656 5.931 -1.889
H -3.469 6.146 -2.084
H -2.777 4.537 -2.157
H -4.559 6.504 0.027
H -4.789 4.702 -0.486
H -5.803 4.912 1.495
H -4.390 5.510 2.371
H -4.649 2.939 0.745
H -4.583 3.006 2.532
H -1.946 3.283 3.536
H -1.109 4.410 2.495
H -2.771 4.968 3.194
H -1.179 2.010 1.391
H -2.685 1.474 2.401
H -2.691 1.507 0.554
H -1.040 6.566 0.201
H -1.984 6.194 1.715
H -2.444 7.446 0.459
H -0.720 3.262 -0.608
C -4.939 -4.213 5.988
C -4.399 -4.410 4.534
C -5.274 -5.191 3.585
C -6.422 -4.416 2.893
C -5.815 -3.226 2.160
C -5.061 -2.365 3.272
N -3.977 -3.183 3.771
O -3.212 -2.294 4.670
C -4.449 -1.218 2.445
C -5.973 -1.788 4.288
C -3.030 -5.111 4.517
H -5.965 -3.942 6.050
H -4.307 -3.473 6.399
H -4.798 -5.152 6.546
H -4.639 -5.691 2.803
H -5.817 -5.944 4.185
H -7.215 -4.149 3.597
H -6.931 -5.112 2.230
H -6.627 -2.653 1.668
H -5.129 -3.481 1.367
H -3.630 -1.504 1.802
H -5.158 -0.990 1.677
H -4.249 -0.352 3.034
H -5.417 -1.217 5.051
H -6.669 -1.109 3.798
H -6.429 -2.626 4.792
H -2.400 -4.615 5.224
H -2.580 -5.140 3.509
H -3.096 -6.200 4.772
H -2.333 -2.406 4.334
C 7.001 -2.051 0.941
C 6.357 -1.008 -0.073
C 7.265 0.163 -0.139
C 8.457 -0.020 -1.077
C 7.982 -0.417 -2.474
C 7.128 -1.652 -2.534
N 6.047 -1.479 -1.445
O 5.267 -2.713 -1.325
C 6.493 -1.734 -3.971
C 7.921 -2.929 -2.403
C 4.952 -0.616 0.526
H 6.722 -1.689 1.956
H 8.111 -2.214 0.982
H 6.463 -2.999 0.786
H 6.707 1.011 -0.576
H 7.559 0.396 0.902
H 9.158 -0.798 -0.628
H 9.078 0.867 -1.179
H 8.847 -0.464 -3.066
H 7.345 0.402 -2.841
H 7.356 -1.639 -4.672
H 5.943 -2.641 -4.039
H 5.860 -0.874 -4.098
H 8.400 -3.141 -3.387
H 8.562 -2.838 -1.571
H 7.247 -3.721 -2.149
H 4.382 -1.412 0.987
H 4.331 -0.178 -0.278
H 5.061 0.276 1.163
H 4.466 -2.386 -1.849
*
```

Output
highest occupied orbital energy	-8.0	eV

---

The following lowest unoccupied orbital energy values (in eV) correspond, in order, to the records above: -2.69; 0.49.
The following DFT total energy values (in Ha) correspond, in order, to the records above: -11088.41188; -3056.17578.